{"formula": "C9H8N2", "method": "ωB97M-V/def2-TZVPD", "symbols": ["C", "C", "C", "C", "C", "N", "C", "C", "N", "C", "C", "H", "H", "H", "H", "H", "H", "H", "H"], "coordinates": [[-0.518, -2.999, 0.190], [0.529, -2.422, 0.957], [0.795, -1.047, 0.701], [0.054, -0.277, -0.132], [0.282, 1.149, -0.313], [0.713, 1.737, -1.443], [0.812, 3.075, -1.066], [0.494, 3.327, 0.183], [0.046, 2.024, 0.680], [-0.995, -0.975, -0.835], [-1.272, -2.235, -0.668], [-0.868, -4.114, 0.326], [0.878, -2.999, 1.593], [1.560, -0.483, 1.606], [1.126, 3.797, -1.663], [0.378, 4.001, 0.812], [-0.360, 1.633, 1.717], [-1.654, -0.379, -1.481], [-1.998, -2.813, -1.162]], "atomic_forces_ev_per_a": [[0.90, -2.06, 1.96], [-5.39, 4.90, -7.68], [2.75, 0.20, 5.30], [-1.51, -1.60, -1.39], [0.09, 0.81, -1.47], [-0.45, 0.12, 1.95], [-0.38, -2.81, 0.34], [-1.34, -8.53, -1.61], [-0.39, -0.47, 3.04], [0.48, 5.50, -0.94], [0.28, -3.59, 0.67], [1.11, 2.28, -0.07], [4.10, -4.64, 6.10], [-2.04, -1.62, -3.26], [1.43, 2.74, -3.06], [-0.64, 6.74, 4.95], [1.76, 1.98, -4.05], [0.51, -0.09, 0.13], [-1.25, 0.13, -0.90]], "gap_ev": 9.63, "de_lowest_ev": 3.599, "lumo_energy_ev": 0.75, "smiles": "c1ccc(-c2ncc[nH]2)cc1"}



{"formula": "BrCl3P2", "method": "ωB97M-V/def2-TZVPD", "symbols": ["P", "P", "Cl", "Cl", "Cl", "Br"], "coordinates": [[0.293, -0.094, -0.345], [0.118, 1.313, 1.425], [1.735, 0.598, -1.607], [-1.290, -0.228, -1.342], [0.942, -2.055, -0.178], [-1.798, 0.466, 2.047]], "atomic_forces_ev_per_a": [[2.62, -0.82, 1.43], [0.33, 2.18, 1.17], [-0.22, 0.44, 0.13], [-3.31, 0.15, -2.62], [0.59, -1.64, -0.05], [0.00, -0.31, -0.07]], "spin_multiplicity": 3, "gap_ev": [5.78, 8.15], "de_lowest_ev": 0.083, "lumo_energy_ev": [-0.23, -2.15], "s2": 2.0104}



{"formula": "C3H4ClF", "method": "ωB97M-V/def2-TZVPD", "symbols": ["F", "C", "C", "C", "Cl", "H", "H", "H", "H"], "coordinates": [[-1.165, -1.518, 0.204], [-0.617, -0.289, 0.351], [-0.071, 0.333, -0.864], [0.887, -0.042, 0.272], [1.505, 1.241, 1.389], [-1.359, 0.103, 1.125], [-0.240, -0.294, -1.704], [-0.486, 1.405, -0.997], [1.545, -0.939, 0.222]], "atomic_forces_ev_per_a": [[0.54, -1.82, -0.59], [-1.32, 0.60, 2.05], [-1.41, 2.75, 0.92], [-0.87, -0.44, 0.52], [-0.31, -0.81, -0.93], [1.86, 0.86, -1.09], [0.59, -0.46, -0.80], [1.44, -1.70, 0.11], [-0.52, 1.01, -0.19]], "gap_ev": 11.38, "de_lowest_ev": 1.073, "lumo_energy_ev": 1.13, "smiles": "F[C@@H]1C[C@H]1Cl"}



{"formula": "C4H11N2O", "method": "ωB97M-V/def2-TZVPD", "symbols": ["C", "C", "C", "C", "N", "N", "O", "H", "H", "H", "H", "H", "H", "H", "H", "H", "H", "H"], "coordinates": [[0.314, 0.697, 0.544], [-0.962, -0.177, 0.182], [-1.897, 0.274, -0.899], [2.092, -0.883, -0.241], [0.122, 2.061, 0.444], [-1.105, -1.383, 0.649], [1.148, 0.151, -0.478], [0.674, 0.469, 1.539], [-2.817, -0.225, -1.073], [-1.175, 0.214, -1.761], [-2.238, 1.363, -0.748], [2.851, -0.779, -0.904], [2.537, -0.810, 0.868], [1.579, -2.007, -0.279], [0.785, 2.560, 0.981], [0.317, 2.355, -0.534], [-0.451, -1.663, 1.343], [-1.774, -2.215, 0.366]], "atomic_forces_ev_per_a": [[-1.52, -1.05, 0.28], [-2.20, 3.18, -0.96], [2.34, 3.26, -0.38], [-2.42, -2.60, 5.02], [-0.06, 0.26, -2.58], [-0.90, -5.91, 1.38], [1.93, -0.26, -0.49], [0.13, -0.68, 0.25], [-0.43, -1.19, 0.20], [-1.46, 0.36, -0.24], [0.82, -1.40, -0.33], [2.00, 0.15, -2.40], [-1.13, -0.01, -2.31], [1.06, 2.90, -0.24], [0.60, 0.57, 1.03], [-0.77, 0.01, 0.72], [0.32, -0.63, 0.61], [1.69, 3.03, 0.46]], "spin_multiplicity": 3, "gap_ev": [7.13, 6.10], "de_lowest_ev": 1.936, "lumo_energy_ev": [-2.93, -8.87], "charge": 1, "s2": 2.0080}



{"formula": "C17H27AlBr3Cl4CsFLiN4O7", "method": "ωB97M-V/def2-TZVPD", "symbols": ["C", "C", "C", "C", "N", "N", "C", "C", "N", "C", "C", "C", "F", "H", "H", "H", "H", "H", "H", "H", "H", "H", "H", "H", "H", "H", "H", "H", "H", "H", "Cl", "Al", "C", "Br", "Br", "Br", "H", "C", "Cl", "Cl", "Cl", "H", "C", "C", "O", "H", "H", "H", "H", "H", "C", "O", "O", "O", "Li", "C", "C", "N", "H", "H", "H", "C", "O", "O", "O", "Cs"], "coordinates": [[4.331, 1.619, 1.150], [3.405, 1.017, -0.061], [2.141, 2.021, -0.493], [0.798, 1.080, -0.481], [-0.409, 1.674, -1.171], [-1.064, 0.560, -1.740], [-0.803, 0.173, -3.195], [-1.743, -1.173, -3.421], [-2.398, -1.404, -2.072], [-2.032, -0.361, -1.029], [-2.630, -0.356, 0.498], [-3.945, 0.664, 0.601], [-1.680, 0.092, 1.543], [3.614, 2.067, 1.965], [5.067, 2.415, 0.711], [4.907, 0.698, 1.646], [3.985, 0.710, -1.029], [2.914, 0.015, 0.363], [1.999, 2.915, 0.281], [2.350, 2.552, -1.540], [1.079, 0.091, -1.084], [0.619, 0.744, 0.626], [-1.085, 2.020, -0.439], [-0.092, 0.728, -3.976], [-1.840, -1.768, -4.424], [-3.063, -2.180, -1.797], [-2.932, -1.480, 0.741], [-3.748, 1.546, -0.175], [-4.884, 0.038, 0.290], [-4.042, 1.162, 1.669], [4.216, -0.548, 2.821], [-0.584, 3.177, 0.992], [-3.801, -1.273, -7.415], [-2.943, -0.976, -5.694], [-5.311, -2.492, -7.269], [-4.301, 0.400, -8.273], [-3.062, -1.756, -8.062], [8.084, 2.882, 1.775], [7.082, 2.148, 3.039], [8.590, 1.660, 0.595], [7.209, 4.197, 0.972], [8.979, 3.299, 2.244], [-6.899, -0.424, 3.479], [-7.748, -0.733, 2.233], [-7.358, 0.101, 1.283], [-7.046, 0.606, 3.829], [-7.186, -1.092, 4.299], [-5.828, -0.575, 3.293], [-8.793, -0.684, 2.577], [-7.627, -1.815, 2.063], [6.352, -0.024, -2.941], [7.427, -0.514, -3.250], [5.403, -0.642, -2.444], [6.046, 1.166, -3.079], [-3.893, -2.659, -0.639], [-2.231, -6.661, 1.716], [-2.725, -5.401, 1.135], [-3.115, -4.406, 0.676], [-1.142, -6.744, 1.636], [-2.484, -6.743, 2.779], [-2.661, -7.534, 1.214], [6.337, 3.838, 5.810], [7.061, 4.528, 5.108], [5.140, 3.615, 5.596], [6.689, 3.257, 6.842], [3.307, 0.943, -2.898]], "atomic_forces_ev_per_a": [[-0.13, 0.55, -1.52], [-0.46, -0.23, 1.46], [-0.18, 0.34, 0.55], [2.62, -0.56, 0.16], [0.05, -2.27, 0.19], [-2.08, -2.52, -2.42], [-4.03, -4.30, 1.76], [3.33, 4.58, 4.14], [1.56, 2.17, 0.01], [1.37, -0.13, -2.00], [-0.70, 0.96, -0.70], [1.05, 0.21, -0.60], [-1.12, -0.95, -2.37], [1.55, -0.79, -1.54], [-1.50, -1.24, 0.82], [-1.08, 2.18, -1.22], [-0.11, 0.52, 4.49], [1.08, 2.01, -0.79], [0.52, -1.80, -1.32], [-1.19, -0.66, 2.88], [-0.71, 2.11, 1.45], [0.16, 0.45, -1.89], [-0.22, -0.48, -1.16], [-1.93, -1.25, 2.25], [0.81, 0.26, 3.24], [2.53, 1.97, -2.59], [0.83, 2.19, -0.10], [-0.57, -1.97, 1.57], [1.17, 1.52, 0.89], [0.04, -1.53, -2.08], [-0.52, -1.52, 1.18], [0.40, 0.75, 1.21], [-0.19, -0.03, -0.73], [-1.71, 0.61, -2.35], [0.43, 0.37, 0.06], [0.14, -0.46, 0.33], [-0.29, 0.21, 0.31], [0.13, -0.24, 0.24], [0.22, -0.05, -0.28], [-0.09, 0.22, 0.15], [0.12, 0.06, 0.04], [-0.34, -0.09, -0.19], [-0.27, -0.53, 0.96], [1.06, 0.37, 1.58], [0.31, 0.30, -2.16], [-0.01, -0.12, -0.26], [0.09, -0.05, 0.29], [-0.07, 0.03, -0.18], [-0.59, 0.38, -0.13], [0.19, -0.63, -0.44], [1.18, -0.26, -0.14], [1.38, -0.70, -0.49], [-2.60, -3.44, 1.76], [0.05, 4.31, -1.03], [-1.08, -1.09, 2.07], [0.07, -0.17, 0.12], [-0.47, 1.21, -0.52], [0.49, -1.26, 0.19], [-0.19, 0.30, -0.11], [-0.08, 0.29, -0.21], [-0.08, 0.35, -0.08], [0.63, 0.51, -0.57], [0.30, 0.46, -0.20], [-1.38, -0.20, -0.32], [0.45, -0.64, 1.14], [-0.31, -0.58, -4.78]], "gap_ev": 1.68, "lumo_energy_ev": -4.02}



{"formula": "CFO5S", "method": "ωB97M-V/def2-TZVPD", "symbols": ["C", "O", "O", "O", "O", "O", "F", "S"], "coordinates": [[0.727, -1.829, 0.047], [0.082, -1.991, -0.877], [1.384, -2.126, 0.958], [-1.320, 0.721, 1.359], [0.806, 0.304, 0.060], [-0.652, 1.909, -1.092], [-1.196, 3.275, -1.034], [-0.128, 1.284, 0.647]], "atomic_forces_ev_per_a": [[1.01, -1.34, 1.52], [-1.93, 0.19, -2.75], [0.79, 0.59, 1.12], [1.75, 0.44, -1.63], [-0.44, 0.20, 0.18], [-0.28, 0.37, 0.21], [0.30, -1.03, 0.31], [-1.20, 0.57, 1.05]], "gap_ev": 8.94, "de_lowest_ev": 0.162, "lumo_energy_ev": 3.77, "charge": -1}



no.,calculated total energy (Ha)
1,-457.14642
2,-4637.27666
3,-676.70205
4,-343.27868
5,-11341.39027
6,-912.34000